Entry 1:
This record from the OMol25 dataset describes a structure of composition C23H35NOP2Ti at a distorted geometry. The level of theory is wB97M-V/def2-TZVPD.

The geometry in XYZ format:
```
63
Properties=species:S:1:pos:R:3:forces:R:3:nbo_charge:R:1
H 0.15748 3.02315 -1.91758 -0.156 0.050 0.086 0.2253
H -2.99575 2.02399 0.83201 0.118 0.119 -0.126 0.2102
C 3.25073 -3.39427 -3.27423 0.115 0.315 -0.211 -0.1978
C 0.12279 -2.78977 2.33292 -0.113 -0.752 -0.074 -0.9436
H 1.40239 1.41608 3.81178 0.205 0.271 -0.027 0.1886
H 2.00352 -0.58746 0.46831 -0.052 -0.052 0.325 0.2508
H 2.01880 -0.73715 2.26059 -0.016 0.195 -0.170 0.2255
H 1.17392 -2.84614 2.64703 -0.336 -0.008 -0.078 0.2542
H -2.21664 -0.18714 2.00159 0.149 0.018 0.241 0.2226
C -4.05120 -2.49747 -0.11904 -0.195 0.180 0.390 -0.9261
C 1.24457 3.20985 2.61632 0.297 1.195 1.021 -0.1033
H -3.30940 2.17918 -0.91196 0.063 0.074 0.017 0.1952
C -2.01499 -4.17585 -1.26296 0.319 -0.254 0.084 -0.9147
H 3.95236 4.69209 5.03227 -0.200 -0.125 -0.192 0.2047
C -0.89454 3.20170 -1.67052 0.136 0.031 -0.088 -0.6122
H 1.26453 5.15265 1.67268 0.203 -0.137 0.268 0.2047
P -2.60169 -2.44745 -1.22063 -0.368 -0.514 -0.483 0.8113
H -4.18984 -3.50960 0.28178 -0.037 0.315 -0.079 0.2450
H -1.06415 4.28370 -1.61743 0.016 -0.202 0.035 0.2125
H -2.81798 -1.39314 -3.38857 -0.256 -0.279 -0.024 0.2518
C 2.24749 -0.80704 -3.70997 -0.406 -0.521 0.608 -0.1941
H -4.39934 -1.97811 -2.78297 0.251 -0.022 -0.175 0.2423
N 0.60639 -1.19438 -1.99758 -3.235 -0.079 2.041 -0.8148
C 3.19265 4.28107 4.36532 -0.127 -0.131 -0.109 -0.2517
C 2.20414 -2.93452 -2.48863 -0.501 0.969 -0.169 -0.2462
H -0.94324 4.02017 0.49371 0.647 2.429 1.561 0.1293
C 2.65390 5.07581 3.33902 0.043 -0.261 0.109 -0.2179
H 1.83170 0.19353 -3.84754 0.195 -0.291 -0.023 0.2104
C -2.74249 2.59301 -0.07112 -0.163 -0.128 0.054 -0.6093
H 1.76277 -3.54214 -1.69383 0.173 0.114 -0.275 0.2003
C 3.80742 -2.57808 -4.27195 -0.184 0.102 0.122 -0.2476
C -1.18471 -0.18331 2.37762 -0.537 -0.702 0.234 -0.9606
H -2.45524 -4.73571 -0.42823 0.202 0.066 -0.232 0.2403
H -3.89485 -1.79735 0.71105 -0.186 -0.222 -0.125 0.2526
H -1.51467 2.79407 -2.47598 0.052 0.031 0.108 0.2001
C -1.23552 2.50412 -0.34884 -0.236 -3.264 -1.430 0.2273
C -3.33430 -2.21869 -2.87975 -0.058 0.190 -0.349 -0.9189
C 1.64726 -1.62831 -2.70467 2.358 -0.735 -1.488 0.1105
C 0.30771 2.66750 1.70498 0.403 -2.095 -0.439 -0.2498
H -1.16384 -0.54078 3.41577 -0.119 0.198 -0.138 0.2258
H -0.92064 -4.19441 -1.18217 -0.284 -0.091 -0.051 0.2591
H 3.64000 -4.39765 -3.10670 -0.024 0.214 -0.061 0.2088
H -4.94510 -2.19712 -0.67882 0.175 -0.078 0.267 0.2469
H -0.11183 -3.65661 1.70228 0.129 -0.003 0.342 0.2351
H -2.31024 -4.63460 -2.21540 0.107 0.011 0.338 0.2453
H 4.63085 -2.94919 -4.88596 -0.265 0.131 0.210 0.2116
C -0.49060 3.07659 0.77271 -0.782 1.412 -0.547 -0.2897
P -0.14990 -1.29183 1.35735 0.598 1.588 0.230 0.8583
Ti -0.76533 -0.75179 -0.99110 2.165 3.182 -0.432 1.3863
C 3.30495 -1.28187 -4.47324 0.090 -0.366 0.100 -0.2181
H -0.79244 0.84357 2.31140 0.166 -0.001 -0.207 0.3049
H 3.15790 2.33513 5.32731 -0.055 0.210 -0.135 0.2011
O -0.93226 1.07423 -0.58735 -0.686 -1.628 -0.174 -0.8530
C 2.74966 2.95972 4.53229 -0.091 0.366 -0.127 -0.2265
H -3.05395 3.63456 0.08438 0.095 -0.236 -0.054 0.2177
H 1.25542 0.68883 1.47460 -0.269 0.108 -0.089 0.3075
C 1.78093 2.43325 3.68269 -0.265 0.514 -0.434 -0.1667
H -3.20959 -3.13582 -3.46663 -0.099 0.299 0.019 0.2457
H 3.74570 -0.63560 -5.23380 -0.091 -0.210 0.179 0.2125
H 2.98458 6.10722 3.20894 -0.031 -0.237 0.106 0.2044
C 1.44149 -0.39310 1.39201 0.556 -0.681 -0.146 -0.9687
C 1.69513 4.55487 2.48044 0.198 -0.561 0.114 -0.2014
H -0.53285 -2.79615 3.21403 0.199 -0.032 -0.246 0.2462
```
Forces are in eV/Å.

Results
strongest force on any atom	3.873	eV/A
relative energy (zero: lowest compared OMol25 entry of this formula, charge and spin)	74.7	kJ/mol
LUMO energy (alpha / beta)	-0.6 / -1.4	eV

***

Entry 2:
This record from the OMol25 dataset describes a structure of composition C42H34N8O4Tc. The level of theory is wB97M-V/def2-TZVPD.

The geometry in XYZ format:
```
89
Properties=species:S:1:pos:R:3:forces:R:3:lowdin_spin:R:1
H -5.21661 -2.42874 -3.42806 0.011 0.017 -0.007 0.0000
N 0.56516 -1.61004 -1.29369 -0.050 0.170 0.331 0.2764
H -4.86772 -2.99429 -1.77921 0.011 -0.015 -0.004 0.0000
C 4.90430 1.97693 2.64040 0.025 -0.013 -0.002 0.0078
C -0.78174 0.42992 3.63915 -0.009 0.031 -0.006 -0.0001
N 1.29680 0.85786 -1.10739 0.051 -0.009 -0.108 0.0015
C -2.02349 4.59193 -1.60623 0.015 0.038 -0.014 0.0004
C -0.50386 4.76415 0.23317 0.009 -0.028 -0.048 0.0000
O -4.81330 -0.94609 -2.11988 0.024 0.002 0.094 0.0000
H 3.47306 -4.43423 -4.62470 0.004 -0.004 -0.010 0.0021
C 1.49606 -3.69244 -4.23140 0.113 -0.029 -0.014 0.0205
C 0.68631 2.76150 -3.03136 -0.029 -0.032 -0.024 0.0117
C 3.55510 -3.91730 3.46201 0.016 0.011 -0.024 0.0064
O 5.07236 -2.88335 -0.37571 0.013 -0.013 -0.008 0.0381
H 3.33467 2.38428 4.03103 -0.003 0.008 0.003 0.0000
C -5.46816 -1.11620 0.22046 0.029 0.019 0.018 0.0000
C 2.62192 -2.52686 -1.98890 -0.034 -0.053 -0.027 0.0552
H -3.37120 2.96296 -3.07180 -0.020 0.022 0.003 0.0000
C 4.17635 -3.54591 2.27714 0.037 -0.019 0.014 0.0015
C -5.03353 0.80262 1.61848 -0.028 -0.028 -0.028 0.0000
C 3.47002 -2.77795 1.37896 -0.039 -0.021 -0.136 0.0100
C -4.34948 0.82087 -0.67859 0.023 0.084 -0.127 0.0000
H 2.71507 2.18576 -0.40014 0.060 -0.044 -0.034 0.0002
C 0.29690 0.66506 -1.98871 0.010 -0.141 -0.043 0.0180
H 1.06971 -4.15292 -5.11129 0.002 -0.011 -0.012 0.0003
O -1.61440 1.35584 0.00065 0.018 -0.005 0.054 0.0005
H -3.07084 -1.41828 1.97518 -0.008 0.020 -0.007 -0.0001
C -1.55529 2.58852 -0.20688 -0.017 0.031 0.161 0.0000
C 0.68745 -2.95607 -3.39118 -0.042 0.022 0.121 0.0271
H 0.60443 -2.36716 2.90601 -0.007 0.001 -0.006 0.0002
H -0.62377 0.99302 4.54921 0.008 -0.009 0.017 -0.0001
H 1.71669 -3.80338 4.57930 0.003 0.006 0.011 -0.0001
C 4.29435 0.52749 0.86855 0.010 -0.071 0.027 0.0087
C 1.25270 -2.39168 -2.24583 0.051 0.025 -0.115 0.0451
C 1.69493 2.98103 -2.11170 -0.038 0.019 0.052 -0.0013
C -1.97625 -0.20843 3.40170 -0.015 -0.004 -0.034 0.0130
H 4.48507 -3.38571 -2.63000 -0.005 0.006 -0.010 -0.0001
C -0.04284 1.58165 -2.95452 -0.023 0.085 0.013 0.0004
C -1.11510 -0.92790 1.31979 0.011 0.078 -0.042 0.0156
H 5.17777 -3.85896 2.01545 -0.001 -0.013 0.012 0.0002
C -0.34025 -0.68907 -1.92539 0.040 -0.007 0.151 0.0301
N 0.07609 -0.31658 1.54638 0.008 -0.071 0.087 0.0230
C 5.24893 1.29568 1.46905 -0.004 0.022 0.009 0.0014
H 4.07303 -4.53179 4.18532 0.003 -0.010 0.005 0.0003
H -6.44267 -2.24064 -2.15486 -0.010 0.003 0.000 0.0000
N 3.02992 0.38247 1.35608 -0.025 0.208 0.116 0.0190
H 0.46958 3.49457 -3.79589 -0.010 0.020 0.006 0.0006
C -0.68089 3.45438 0.55169 0.006 -0.013 0.046 0.0001
H -2.77314 -0.15135 4.13090 -0.005 -0.007 0.005 0.0007
H -0.84975 1.34797 -3.63431 0.010 -0.010 -0.019 0.0002
C 1.95893 2.01827 -1.15275 -0.094 0.065 0.100 0.0093
H -5.13142 1.31187 2.56743 0.014 0.008 0.008 0.0000
N -3.92740 1.46485 -1.86806 0.036 -0.156 0.041 0.0001
H -0.99126 6.38904 -1.13417 0.011 0.011 0.001 0.0000
C -2.30651 3.23504 -1.25719 -0.054 0.067 -0.218 0.0002
H 6.23571 1.36436 1.03699 0.011 0.001 0.003 0.0000
C 1.61785 -2.70999 2.75046 0.011 0.040 0.030 0.0058
H 2.27297 3.89326 -2.11827 0.014 0.007 -0.007 -0.0003
H 1.34977 1.54305 3.85119 0.012 -0.033 -0.029 0.0001
H -2.55676 5.03148 -2.44206 0.001 -0.011 -0.021 0.0000
Tc 1.65302 -0.79495 0.20664 -0.031 -0.586 -0.722 2.0649
C -4.88005 -0.46312 -0.85310 -0.033 -0.130 -0.109 0.0000
C -5.37407 -2.23197 -2.37293 -0.020 0.015 0.024 0.0000
N 1.42609 1.00966 2.99836 0.013 -0.063 0.061 0.0052
H 5.62943 2.59213 3.15529 0.007 0.012 -0.002 0.0004
H -5.89486 -2.09934 0.09423 -0.019 -0.025 0.016 0.0000
H -4.06511 2.46006 0.65972 0.031 0.039 0.004 0.0000
C -3.20920 2.54848 -2.07973 -0.006 0.103 0.027 0.0001
C 2.85548 -3.85549 -3.95218 -0.095 -0.016 -0.058 0.0481
C 2.25142 -3.50826 3.68803 -0.021 -0.004 -0.001 0.0003
H -4.35482 1.05193 -2.68931 -0.042 0.039 0.041 0.0000
H 0.16057 5.37700 0.83142 -0.005 0.001 0.008 0.0000
H -6.03661 -0.97305 2.27795 -0.008 -0.010 -0.005 0.0000
C 0.24004 0.34535 2.69196 -0.021 0.151 -0.037 0.0146
H -1.21919 -1.42257 0.36654 0.015 -0.066 0.039 0.0007
C -4.43021 1.45002 0.54922 0.030 0.022 0.019 0.0000
N 2.21798 -2.34209 1.61509 -0.002 -0.015 -0.025 -0.0013
H -0.16975 3.00671 1.39720 0.013 0.007 0.013 0.0000
C -5.54709 -0.47368 1.45190 0.008 0.024 -0.003 0.0000
C -1.15805 5.35126 -0.88573 -0.012 -0.060 0.019 0.0003
H 4.51004 -0.00800 -0.04587 -0.027 -0.004 -0.006 0.0007
H -0.37002 -2.84866 -3.58616 -0.001 0.014 -0.006 0.0011
N 3.01388 -1.88714 -0.79822 0.151 0.250 0.238 0.1601
C -2.14626 -0.91641 2.21564 0.012 -0.012 0.041 -0.0009
C 3.43052 -3.27874 -2.83533 0.030 0.058 0.052 0.0068
C 3.99069 -2.51097 -0.01218 -0.122 -0.048 0.059 0.0259
C 3.63156 1.86123 3.13186 -0.003 0.010 0.026 0.0012
C 2.69763 1.05446 2.46362 -0.069 0.028 -0.050 0.0111
O -1.40538 -0.96817 -2.38591 0.066 0.001 -0.019 0.0108
```
Forces are in eV/Å.

Results
strongest force on any atom	0.930	eV/A
net charge	+2
relative energy (zero: lowest compared OMol25 entry of this formula, charge and spin)	87.3	kJ/mol
spin multiplicity	4
expectation value of S²	3.772
LUMO energy (alpha / beta)	-5.4 / -6.9	eV

***

Entry 3:
This record from the OMol25 dataset describes a structure of composition C28H35N5OP2Tc at a distorted geometry. The level of theory is wB97M-V/def2-TZVPD.

The geometry in XYZ format:
```
72
Properties=species:S:1:pos:R:3:forces:R:3:lowdin_spin:R:1
N 3.24905 -2.49939 1.28326 0.045 -0.029 0.006 0.0557
H -0.68772 1.47591 3.43373 0.049 0.054 0.019 0.0004
C -1.74455 -2.30255 3.49380 -0.022 0.023 -0.004 0.0003
H 0.23318 0.27257 4.36327 -0.022 -0.042 -0.027 -0.0001
C 2.59340 7.90040 -2.04351 0.007 -0.022 0.006 0.0001
P 2.13009 -0.48231 -0.24653 -0.117 0.012 0.113 0.0933
H 3.46244 0.07762 -2.83909 0.006 -0.011 -0.003 0.0002
C 3.71613 0.37804 0.01862 0.014 0.005 -0.079 0.0183
H 5.11340 -4.26040 1.73518 0.012 -0.005 0.007 0.0106
C 3.32170 9.02544 -2.56430 -0.005 0.040 -0.020 0.0000
H 2.32205 4.56434 -2.47047 -0.014 0.002 -0.013 0.0000
C 4.50510 -4.98766 3.69434 -0.043 0.018 0.018 0.0820
H -2.97889 -2.54404 0.96049 -0.031 0.104 0.133 0.0001
C 2.25150 -1.44278 -1.82092 -0.046 -0.014 0.011 0.0078
H -2.71928 0.26899 3.47332 -0.005 0.005 -0.001 0.0000
H 0.07352 -1.31091 -2.08454 0.053 -0.043 -0.004 0.0111
C 3.30996 -3.26245 2.38577 0.061 -0.059 0.000 0.0414
H 4.55669 -0.31408 0.06745 -0.034 -0.031 -0.018 0.0019
H 2.42570 -0.88059 -3.88659 -0.018 0.023 -0.002 0.0006
H 3.18365 -3.29986 -1.15734 -0.004 -0.011 -0.014 0.0002
H 3.66407 0.95147 0.94431 0.003 0.005 -0.005 0.0004
C -1.76744 -1.33174 2.31744 0.085 0.107 0.206 0.0025
C 2.83288 6.62491 -2.54665 0.005 0.021 0.003 0.0000
C -0.61659 4.63842 0.32503 0.002 0.039 -0.070 0.0023
H 1.71033 0.38822 -2.89616 0.020 0.008 -0.003 0.0070
N 1.33986 -2.28523 3.32904 -0.053 0.021 0.062 0.0574
C 2.22145 -1.67760 1.17983 -0.323 0.183 0.106 0.0247
C 2.48021 -0.38950 -2.91325 -0.035 -0.038 -0.060 0.0089
C 0.86420 -2.06671 -1.99912 -0.028 -0.343 -0.193 0.0193
H 1.46304 9.07222 -0.64858 -0.005 -0.012 0.000 0.0000
Tc -0.27750 0.41443 -0.20056 0.595 0.878 0.315 1.3217
C 1.20430 5.72594 -1.03360 0.020 0.021 -0.007 0.0001
H -1.79694 2.96554 1.13065 0.016 0.025 0.013 0.0002
C 2.51315 -3.95170 4.58159 -0.022 0.040 -0.026 0.3013
C 1.22684 -1.58734 2.21549 0.143 0.132 -0.259 0.0258
H 5.32852 -5.68430 3.77665 -0.013 -0.004 0.014 0.0003
H -1.98377 -1.29864 0.21443 -0.365 -0.129 -0.578 0.0026
C -0.96235 3.35325 0.57399 -0.051 -0.068 -0.052 0.0014
N 0.48948 4.60027 -0.50134 -0.060 0.002 0.024 0.0031
H -3.81691 -0.76572 2.56793 -0.002 0.019 0.002 0.0001
H -2.74074 -2.73795 3.59505 -0.005 0.021 0.002 0.0001
C -2.01032 -2.04044 0.98657 0.104 -0.713 0.466 0.0030
C 0.76972 3.30210 -0.71796 0.089 -0.044 -0.010 0.0220
H -1.04432 -3.12025 3.33509 0.003 -0.021 0.006 0.0003
H 0.83246 -2.64760 -2.92440 0.032 0.028 -0.001 0.0014
H 1.05664 1.31663 3.17618 -0.009 0.020 0.000 0.0009
H 1.58904 2.95566 -1.32225 0.014 0.022 0.024 0.0042
H 4.33398 -2.07923 -1.71831 -0.003 -0.015 0.010 0.0001
C 0.14072 0.76861 3.39687 -0.102 -0.118 0.128 0.0036
H 3.55781 6.48871 -3.33714 -0.010 -0.009 0.007 0.0000
C 2.36816 -3.14420 3.41112 0.038 -0.047 0.095 0.0376
H -2.88061 0.44590 1.70084 -0.015 0.002 0.055 -0.0003
H 1.77263 -3.84352 5.36541 0.002 -0.013 0.009 0.0106
H 3.65724 -5.46653 5.60414 0.016 -0.004 -0.011 0.0007
C 0.95733 6.99514 -0.53182 0.015 -0.018 0.055 0.0001
H 0.61110 -2.75737 -1.18950 0.012 0.025 0.032 0.0017
N 3.90338 9.92303 -2.98180 -0.011 -0.043 0.021 0.0000
C 4.38785 -4.19250 2.53726 -0.026 0.029 -0.024 0.3032
C 2.13811 5.54034 -2.04490 -0.044 -0.028 -0.028 0.0001
C -2.84824 -0.26404 2.53066 -0.070 -0.014 -0.027 -0.0012
H 0.24032 7.15686 0.25937 0.010 -0.005 0.009 0.0000
C 3.34355 -2.50580 -1.88468 0.021 0.026 0.061 0.0003
H -1.25465 -2.80990 0.79301 0.042 0.032 -0.004 0.0004
C 1.65020 8.08105 -1.03770 0.002 0.012 -0.009 0.0000
H -1.08008 5.55430 0.63881 0.000 0.008 -0.018 0.0001
H 3.34086 -2.95781 -2.87829 -0.005 0.022 -0.008 0.0004
H -1.50154 -1.80976 4.43645 0.016 -0.003 -0.011 0.0000
C 3.57901 -4.86673 4.70729 0.025 0.009 -0.042 0.0893
O -1.88523 0.60070 -0.64674 -0.496 -0.093 -0.419 0.3596
P -0.19049 -0.38060 2.03567 0.141 0.010 -0.437 0.0403
N -0.08459 2.51993 -0.08512 0.379 -0.037 0.420 0.0182
H 3.87728 1.07296 -0.80495 0.021 0.034 0.032 0.0003
```
Forces are in eV/Å.

Results
strongest force on any atom	1.106	eV/A
net charge	+2
relative energy (zero: lowest compared OMol25 entry of this formula, charge and spin)	0.0	kJ/mol
spin multiplicity	4
expectation value of S²	3.783
LUMO energy (alpha / beta)	-7.8 / -10.4	eV